6
Properties=species:S:1:pos:R:3 method="wB97M-V/def2-TZVPD" charge=-2 homo_lumo_gap_ha=0.2318 relative_energy_kj_mol=34.1
Cl 0.61390 -1.74816 1.77467
Cl 0.06393 -0.77850 -2.07336
Cl -2.99099 1.23927 -0.63318
Cl 1.32530 1.84775 0.72688
Li 1.72557 -0.93146 -0.32188
Li -0.73770 0.37110 0.52687

***

5
Properties=species:S:1:pos:R:3 method="wB97M-V/def2-TZVPD" homo_lumo_gap_ha=0.2963
Xe 0.00000 0.00000 0.00000
Cl -0.83623 -1.24026 -1.90572
Cl -1.41311 -1.30728 1.47086
Cl 1.41311 1.30728 -1.47086
Cl 0.83623 1.24026 1.90572

***

9
Properties=species:S:1:pos:R:3 method="wB97M-V/def2-TZVPD" homo_lumo_gap_ha=0.3907 relative_energy_kj_mol=170.0
Cl 2.29202 2.90819 -1.09555
Cl -0.30140 2.20551 0.68363
Cl -1.53341 -2.79926 -1.07678
Cl 0.56997 0.30571 -1.83367
Cl -3.01289 -1.71135 1.51548
Si 1.24974 1.49198 -0.30831
Si -1.28077 -1.82337 0.64196
O -0.03583 -1.10145 1.06880
H 2.05258 0.52404 0.40443

***

41
Properties=species:S:1:pos:R:3 method="wB97M-V/def2-TZVPD" charge=-6 homo_lumo_gap_ha=0.0949 relative_energy_kj_mol=180.4
Pb 22.77567 -4.39939 19.44559
Cl 22.66258 -9.57869 22.60530
Cl 23.55937 -8.95661 15.02338
Cl 19.14957 -3.42841 24.27249
Cl 24.91571 -1.65667 14.24437
Cl 23.97348 0.86451 22.19899
Cl 28.83904 -3.45966 19.81602
Cl 18.29671 -1.80148 16.25935
Cl 17.72789 -7.99960 18.06015
O 24.83909 -9.57626 15.23093
O 23.99832 -0.37299 21.54552
O 17.67798 -7.80528 16.64992
O 24.10214 -0.51509 14.03227
O 19.12000 -1.97428 17.37162
O 23.46460 -8.69052 13.62976
O 17.81007 -0.46446 16.16763
O 22.55811 -9.87691 15.44192
O 20.14875 -3.70431 23.27488
O 27.61730 -4.11027 19.76981
O 17.89773 -9.37827 18.38399
O 22.87685 1.52071 21.54281
O 23.70071 0.68852 23.61694
O 24.74372 -2.14503 15.58710
O 21.90942 -8.88299 23.63273
O 29.73033 -4.11432 20.76273
O 18.98612 -2.16517 15.08906
O 18.73552 -7.18650 18.66234
O 19.39167 -4.30399 25.38890
O 23.42130 -7.70248 15.72414
O 28.83601 -2.06515 20.12059
O 21.84855 -10.56074 21.92164
O 23.20372 -8.60768 21.63623
O 26.25717 -1.24618 14.22232
O 16.46175 -7.52214 18.56004
O 17.84462 -3.81133 23.74577
O 29.26611 -3.46577 18.43365
O 23.73267 -10.24033 23.28921
O 19.19478 -2.01605 24.48977
O 25.22929 1.41581 22.13711
O 24.58507 -2.63337 13.26452
O 17.08213 -2.55939 16.21454

***

2
Properties=species:S:1:pos:R:3 method="wB97M-V/def2-TZVPD" charge=+1 spin_multiplicity=2 homo_lumo_gap_ha="0.3616 / 0.2527" relative_energy_kj_mol=70.8
Cu 0.56274 -1.22694 -0.20149
Cl -0.56274 1.22694 0.20149

***

26
Properties=species:S:1:pos:R:3 method="wB97M-V/def2-TZVPD" spin_multiplicity=7 homo_lumo_gap_ha="0.2249 / 0.2702"
Ti -1.49196 -2.19530 -1.73651
Ti -1.74938 -1.05967 1.72289
Cl 2.83824 -1.28791 -1.78874
S -0.67185 2.54505 2.40296
S 0.35588 0.68772 3.63415
F -1.71386 2.66695 1.13637
F 0.65854 -0.88963 3.41662
O 1.72883 1.09529 3.41643
O -0.25835 0.85387 4.92133
O 0.44029 3.23259 1.84734
O -1.14087 -0.00868 -2.39451
O -1.41699 3.17942 3.45136
O -0.33946 -2.26159 0.33535
N 0.40316 0.24259 -0.18016
N 0.56454 -1.20627 -3.96415
N -0.55613 0.81571 2.40772
H -0.96244 0.89491 -2.65831
H -0.13925 -0.52785 -3.57442
H 0.07568 0.58788 0.72749
H 0.89804 -1.11251 -4.91471
H 1.26896 -1.20174 -3.19795
H 0.38377 -0.76152 0.06503
H 0.09746 -2.10841 -3.80744
H 1.28263 0.51874 -0.62846
H -0.34004 -3.22358 0.31890
H -0.21543 0.52392 -0.95856

***

5
Properties=species:S:1:pos:R:3 method="wB97M-V/def2-TZVPD" homo_lumo_gap_ha="0.3101 / 0.3158" relative_energy_kj_mol=208.1
Cl 1.83240 -0.69968 1.15437
S -0.64331 0.22085 -1.07437
F -0.43010 1.79629 -1.44733
F -1.52989 0.47870 0.23047
N 0.77090 -1.79616 1.13686

***

11
Properties=species:S:1:pos:R:3 method="wB97M-V/def2-TZVPD" charge=+5 homo_lumo_gap_ha=0.0834 relative_energy_kj_mol=627.9
Sr -0.79092 19.68377 18.57118
Sr -4.41922 20.36469 16.67376
Sr -1.75787 23.39984 19.44502
Sr -4.02881 19.47954 20.49764
Cl -5.54521 24.35894 17.50704
F -2.07484 19.68542 16.40312
F -2.98475 21.05005 18.81676
O -5.07592 24.63307 16.28121
O -4.48158 23.51631 18.01641
O -5.90503 25.39115 18.35342
O -6.84863 23.77350 17.25140